# C6H18BO8P2S

2 unconnected molecules or ions with the total composition C6H18BO8P2S (ωB97M-V/def2-TZVPD, the Open Molecules 2025 dataset).

Net charge: -1
Orbital gap: 0.2921 Ha
HOMO level: -0.197 Ha

```
36
C6H18BO8P2S (ωB97M-V/def2-TZVPD)
O 3.423 -1.025 1.779
P 2.044 -0.578 1.982
O 1.819 0.962 1.594
O 1.485 -0.752 3.455
C 0.807 -1.410 0.979
C -0.662 -1.267 1.411
P -1.401 0.427 1.387
O -1.268 0.897 -0.149
O -2.978 0.165 1.459
S -0.843 1.737 2.703
C -1.553 -2.236 0.541
O -1.947 -3.240 1.411
B -1.977 -2.680 2.794
O -0.777 -1.731 2.726
H 1.437 1.488 2.313
H 0.552 -1.095 3.447
H 0.982 -1.143 -0.069
H 1.022 -2.477 1.093
H -0.881 0.215 -0.716
H -3.260 0.060 2.383
H -2.400 -1.711 0.074
H -0.940 -2.656 -0.268
H -3.014 -2.029 2.999
H -1.819 -3.526 3.647
C -0.287 2.153 -3.172
C 1.103 1.655 -2.817
C 2.198 2.534 -3.399
O 1.267 0.296 -3.230
H -0.434 2.155 -4.257
H -1.041 1.503 -2.730
H -0.455 3.165 -2.801
H 1.207 1.623 -1.731
H 2.133 2.543 -4.491
H 3.180 2.154 -3.116
H 2.105 3.561 -3.044
H 1.174 0.265 -4.189
```


# C23H43N8OPPtS4

A molecular structure, C23H43N8OPPtS4 (ωB97M-V/def2-TZVPD, the Open Molecules 2025 dataset).

Net charge: 0
Orbital gap: 0.2103 Ha
HOMO level: -0.254 Ha

```
81
C23H43N8OPPtS4 (ωB97M-V/def2-TZVPD)
Pt -0.961 1.230 0.425
S -3.286 -1.019 3.631
C -3.616 -0.198 2.208
S -4.813 -0.221 1.092
S -2.119 0.740 2.331
N 0.581 5.661 1.230
C -0.253 4.601 1.099
O -0.715 4.040 2.081
C -0.572 4.187 -0.327
C -0.155 2.764 -0.687
H 0.846 5.945 2.158
H 1.042 6.072 0.440
H -0.068 4.868 -1.022
H -1.643 4.345 -0.467
H 0.925 2.666 -0.572
H -0.418 2.555 -1.727
N 0.770 0.556 0.824
P 1.372 -0.872 0.557
N 0.506 -2.077 -0.214
C 0.574 -2.163 -1.683
C -0.290 -3.316 -2.168
C -1.777 -3.055 -1.885
C -1.938 -2.165 -0.649
C -0.821 -2.428 0.348
N 2.752 -0.701 -0.359
C 3.341 0.605 -0.621
C 4.025 0.614 -1.981
C 5.083 -0.483 -2.046
C 4.463 -1.837 -1.713
C 3.727 -1.789 -0.378
N 1.899 -1.596 1.969
C 2.511 -0.681 2.940
C 1.506 -0.201 3.981
C 0.843 -1.389 4.676
C 0.237 -2.342 3.648
C 1.283 -2.748 2.617
H 1.607 -2.322 -1.981
H 0.241 -1.226 -2.154
H 0.040 -4.225 -1.658
H -0.116 -3.472 -3.234
H -2.294 -4.005 -1.736
H -2.246 -2.573 -2.746
H -2.898 -2.330 -0.163
H -1.919 -1.111 -0.933
H -0.828 -3.485 0.639
H -0.990 -1.850 1.256
H 4.089 0.840 0.155
H 2.554 1.355 -0.552
H 4.473 1.595 -2.157
H 3.270 0.451 -2.757
H 5.873 -0.259 -1.319
H 5.557 -0.511 -3.030
H 5.230 -2.614 -1.673
H 3.760 -2.116 -2.504
H 4.454 -1.650 0.437
H 3.212 -2.730 -0.182
H 2.943 0.166 2.405
H 3.332 -1.220 3.430
H 0.753 0.405 3.469
H 2.011 0.439 4.709
H 0.073 -1.044 5.368
H 1.592 -1.926 5.271
H -0.596 -1.841 3.150
H -0.172 -3.232 4.133
H 0.878 -3.414 1.855
H 2.088 -3.297 3.123
C -4.092 1.156 -4.541
C -4.843 0.777 -3.266
C -4.244 1.418 -2.053
N -3.067 1.156 -1.622
N -2.751 1.843 -0.480
C -3.692 2.663 -0.079
N -3.565 3.529 0.939
S -5.072 2.621 -1.112
H -4.540 0.670 -5.408
H -3.049 0.848 -4.471
H -4.117 2.234 -4.703
H -4.814 -0.304 -3.116
H -5.894 1.059 -3.342
H -2.681 3.532 1.452
H -4.392 3.832 1.421
```


# C4H15NO2

3 unconnected molecules or ions with the total composition C4H15NO2 in a non-equilibrium geometry (ωB97M-V/def2-TZVPD, the Open Molecules 2025 dataset).

Net charge: 0
Orbital gap: 0.3757 Ha
HOMO level: -0.350 Ha

```
22
C4H15NO2 (ωB97M-V/def2-TZVPD)
C -0.741 -0.881 0.844
C -1.080 0.592 1.090
C -0.424 1.435 -0.013
C -0.716 1.046 2.480
N -1.396 -1.392 -0.379
H 0.308 -1.071 0.761
H -1.108 -1.437 1.722
H -2.154 0.649 0.883
H 0.662 1.447 0.041
H -0.702 1.066 -0.998
H -0.825 2.455 0.002
H -1.347 0.546 3.210
H -0.756 2.124 2.590
H 0.286 0.714 2.762
H -1.626 -2.369 -0.244
H -2.311 -0.963 -0.479
H 2.491 0.916 -2.149
H 3.659 1.550 -1.453
O 3.423 0.762 -1.955
H 1.609 -1.631 -2.927
H 0.945 -2.988 -2.958
O 1.801 -2.571 -2.828
```


# C4H9NO2

C4H9NO2 in the gas phase in a non-equilibrium geometry (ωB97M-V/def2-TZVPD, the Open Molecules 2025 dataset).

Net charge: 0
Orbital gap: 0.3764 Ha
HOMO level: -0.343 Ha

```
16
C4H9NO2 (ωB97M-V/def2-TZVPD)
N 2.286 0.180 1.136
C 1.034 -0.339 0.974
O 0.237 -0.231 1.888
C 0.542 -0.945 -0.320
C -1.066 -0.649 -0.204
C -1.452 0.627 -0.915
O -0.858 1.733 -0.253
H 2.389 0.607 2.045
H 3.113 -0.133 0.657
H 1.185 -0.640 -1.195
H 0.663 -2.036 -0.316
H -1.566 -1.516 -0.629
H -1.492 -0.570 0.823
H -1.080 0.533 -1.940
H -2.548 0.746 -0.942
H -0.962 2.502 -0.826
```


# C6H21NO6

6 unconnected molecules or ions with the total composition C6H21NO6 in a non-equilibrium geometry (ωB97M-V/def2-TZVPD, the Open Molecules 2025 dataset).

Net charge: 0
Orbital gap: 0.3569 Ha
HOMO level: -0.360 Ha

```
34
C6H21NO6 (ωB97M-V/def2-TZVPD)
O 2.658 -0.613 -1.537
C 1.479 -0.911 -1.692
N 0.504 -0.099 -1.232
C -0.921 -0.499 -1.203
C -1.661 0.378 -0.172
C -1.206 0.168 1.244
C -2.018 0.141 2.289
C -1.534 -0.286 -2.578
H 1.213 -1.778 -2.309
H 0.746 0.675 -0.638
H -0.977 -1.542 -0.883
H -1.573 1.434 -0.460
H -2.727 0.149 -0.261
H -0.128 0.067 1.365
H -3.096 0.225 2.195
H -1.686 0.053 3.317
H -2.568 -0.645 -2.597
H -1.527 0.774 -2.850
H -0.996 -0.832 -3.355
H -1.671 -2.771 1.728
H -0.360 -2.831 0.952
O -1.228 -3.284 1.044
H 2.351 0.891 1.375
H 3.129 -0.045 0.451
O 2.787 0.020 1.375
H 1.899 -2.942 0.803
H 1.761 -1.411 1.021
O 1.279 -2.208 0.664
H 2.208 3.155 1.344
H 1.019 2.651 2.092
O 1.549 2.446 1.320
H 0.369 2.805 -1.641
H 0.695 3.174 -0.179
O 0.231 3.490 -0.989
```


# C28H26F6IN4O9S3TeW

A molecular structure, C28H26F6IN4O9S3TeW in a non-equilibrium geometry (ωB97M-V/def2-TZVPD, the Open Molecules 2025 dataset).

Net charge: 0
Orbital gap (alpha / beta): 0.2205 / 0.2134 Ha
Spin multiplicity: 4
⟨S²⟩: 3.816
HOMO level (alpha / beta): -0.301 / -0.316 Ha

```
79
C28H26F6IN4O9S3TeW (ωB97M-V/def2-TZVPD)
W 0.159 0.831 0.498
O 2.072 1.811 3.554
S 1.008 1.905 2.623
O 0.036 2.939 2.772
O 0.323 0.554 2.437
O 1.501 1.958 1.167
F 1.920 3.980 -0.370
C 0.975 4.429 0.445
F 1.521 4.641 1.628
F 0.634 5.637 -0.032
S -0.783 3.620 0.263
O -1.076 2.183 0.678
O -1.565 4.578 0.954
N -0.976 3.659 -1.270
S -0.658 2.274 -2.115
O -1.807 2.796 -3.366
O 0.604 1.795 -1.010
C 0.567 3.026 -3.351
F 0.353 4.313 -3.537
F 0.473 2.397 -4.524
F 1.826 2.868 -2.941
I -5.871 2.566 4.207
C -4.215 1.504 3.561
C -4.021 0.145 3.641
N -2.828 -0.090 3.065
N -2.250 1.024 2.615
C -3.075 2.015 2.918
H -4.639 -0.630 4.057
H -2.364 -0.967 2.885
H -2.819 3.031 2.669
C 6.558 -2.473 -2.907
C 5.246 -2.158 -2.246
C 4.099 -2.886 -2.521
C 2.900 -2.638 -1.861
C 1.667 -3.433 -2.182
C 2.860 -1.624 -0.909
Te 1.081 -1.565 0.653
N -1.378 -0.430 0.602
C -1.449 -0.228 -0.675
O -0.336 -0.354 -1.372
C -2.564 0.343 -1.449
C -3.264 1.488 -0.947
C -3.647 2.447 -1.814
C -3.183 2.353 -3.244
C -3.187 0.912 -3.692
C -2.733 -0.013 -2.825
C -0.394 -2.549 2.301
C -0.192 -2.197 3.621
C -1.025 -2.720 4.605
C -2.032 -3.602 4.250
C -2.231 -3.936 2.918
C -1.416 -3.412 1.916
C -1.654 -3.751 0.471
C 3.973 -0.805 -0.685
C 3.885 0.436 0.151
C 5.158 -1.102 -1.346
H 6.449 -3.255 -3.656
H 7.284 -2.809 -2.165
H 6.967 -1.585 -3.389
H 4.136 -3.677 -3.260
H 1.791 -4.001 -3.101
H 0.818 -2.758 -2.286
H 1.456 -4.111 -1.352
H -3.439 1.586 0.117
H -4.143 3.348 -1.485
H -3.762 3.001 -3.900
H -3.370 0.685 -4.733
H -2.514 -1.027 -3.133
H 0.605 -1.515 3.889
H -0.861 -2.463 5.642
H -2.665 -4.040 5.010
H -3.025 -4.620 2.643
H -2.499 -4.428 0.365
H -0.752 -4.199 0.051
H -1.860 -2.835 -0.083
H 3.171 1.115 -0.318
H 4.842 0.954 0.192
H 3.567 0.233 1.178
H 6.035 -0.496 -1.153
```


# C3H4OS2

2 unconnected molecules or ions with the total composition C3H4OS2 in a non-equilibrium geometry (ωB97M-V/def2-TZVPD, the Open Molecules 2025 dataset).

Net charge: 0
Orbital gap (alpha / beta): 0.2908 / 0.2909 Ha
HOMO level (alpha / beta): -0.361 / -0.361 Ha

```
10
C3H4OS2 (ωB97M-V/def2-TZVPD)
C 0.711 -1.133 0.453
C 0.288 0.039 0.014
C 0.021 1.207 -0.417
O -3.314 -1.519 -0.787
S -3.029 1.110 0.247
S -2.767 -0.781 0.367
H 1.523 -1.585 0.109
H -0.712 1.480 -1.300
H 0.447 2.131 0.154
H 0.142 -1.805 1.247
```


# C17H27NO3

C17H27NO3 in the gas phase (ωB97M-V/def2-TZVPD, the Open Molecules 2025 dataset).

Net charge: 0
Orbital gap: 0.3112 Ha
HOMO level: -0.281 Ha

```
48
C17H27NO3 (ωB97M-V/def2-TZVPD)
C -3.021 2.911 0.289
O -1.971 2.108 -0.190
C -2.212 0.776 -0.392
C -1.160 0.024 -0.924
C -1.351 -1.331 -1.130
C -2.549 -1.977 -0.845
C -3.603 -1.216 -0.320
C -3.411 0.147 -0.104
H -4.252 0.684 0.304
O -4.854 -1.641 0.023
C -5.214 -3.001 -0.060
H -4.578 -3.627 0.569
H -6.241 -3.044 0.305
H -5.177 -3.368 -1.087
O -2.743 -3.325 -1.060
C -1.670 -4.086 -1.552
H -2.047 -5.106 -1.617
H -0.811 -4.062 -0.874
H -1.359 -3.754 -2.548
H -0.525 -1.893 -1.534
C 0.152 0.682 -1.244
N 0.853 1.027 -0.017
H 0.205 1.530 0.580
C 2.042 1.842 -0.215
C 3.178 0.991 -0.807
C 3.362 -0.331 -0.061
C 4.370 -0.278 1.088
C 4.303 0.984 1.953
H 4.772 0.756 2.914
C 2.891 1.519 2.196
H 2.181 0.697 2.268
C 2.433 2.496 1.113
H 3.227 3.223 0.926
H 1.565 3.051 1.482
H 2.882 2.053 3.150
H 4.899 1.776 1.494
H 5.383 -0.359 0.686
H 4.204 -1.154 1.719
H 2.383 -0.627 0.317
H 3.693 -1.102 -0.761
H 4.101 1.571 -0.802
H 2.936 0.782 -1.851
H 1.836 2.664 -0.934
H -0.037 1.577 -1.866
H 0.778 -0.006 -1.818
H -3.879 2.899 -0.391
H -2.619 3.922 0.343
H -3.345 2.597 1.287
```


# C2H3NO2S

A molecular structure, C2H3NO2S in a non-equilibrium geometry (ωB97M-V/def2-TZVPD, the Open Molecules 2025 dataset).

Net charge: 0
Orbital gap (alpha / beta): 0.3103 / 0.3103 Ha
HOMO level (alpha / beta): -0.356 / -0.356 Ha

```
9
C2H3NO2S (ωB97M-V/def2-TZVPD)
C -1.156 -0.488 -0.193
C 0.352 0.711 -0.771
N -1.929 0.278 0.427
O 2.880 0.679 0.299
O 1.756 -1.380 -0.177
S 1.624 0.023 0.081
H -0.806 -1.526 -0.191
H -0.058 1.730 -0.551
H -2.662 -0.028 1.075
```


# C20H23F3NOS

2 unconnected molecules or ions with the total composition C20H23F3NOS in a non-equilibrium geometry (ωB97M-V/def2-TZVPD, the Open Molecules 2025 dataset).

Net charge: +1
Orbital gap: 0.2428 Ha
HOMO level: -0.391 Ha

```
49
C20H23F3NOS (ωB97M-V/def2-TZVPD)
C -0.051 1.968 -1.973
N -0.584 0.610 -2.173
C -1.382 0.418 -3.387
C -0.388 -0.365 -1.306
C -0.992 -1.684 -1.461
C -0.741 -2.508 -2.591
C -1.535 -3.620 -2.830
C -2.576 -3.920 -1.954
C -3.521 -5.033 -2.311
F -4.133 -5.570 -1.213
F -4.523 -4.577 -3.135
F -2.895 -6.061 -2.968
C -2.795 -3.179 -0.799
C -1.958 -2.109 -0.510
H -0.022 2.458 -2.952
H -0.692 2.568 -1.308
H 0.950 1.939 -1.526
H -1.580 1.414 -3.795
H -0.848 -0.186 -4.135
H -2.334 -0.077 -3.160
H 0.079 -0.079 -0.360
H 0.066 -2.274 -3.293
H -1.343 -4.268 -3.684
H -3.597 -3.457 -0.124
H -2.088 -1.553 0.423
C 3.620 -0.888 0.683
S 1.832 -0.934 1.089
C 1.793 -2.101 2.495
C 1.650 0.512 1.939
C 0.705 1.527 1.644
C 0.963 2.934 2.109
C 1.945 3.274 3.057
C 1.925 4.522 3.699
C 0.975 5.480 3.335
C 0.080 5.205 2.292
C 0.085 3.948 1.678
O -0.383 1.302 1.047
H 3.864 -1.808 0.135
H 3.763 -0.012 0.040
H 4.202 -0.802 1.609
H 1.827 -3.111 2.069
H 2.644 -1.904 3.156
H 0.842 -1.924 3.007
H 2.147 0.517 2.914
H 2.709 2.541 3.307
H 2.639 4.735 4.499
H 0.920 6.437 3.857
H -0.639 5.968 1.984
H -0.623 3.728 0.878
```


# C34H54F5N2O3ReSbSe4Te

A molecular structure, C34H54F5N2O3ReSbSe4Te in a non-equilibrium geometry (ωB97M-V/def2-TZVPD, the Open Molecules 2025 dataset).

Net charge: +1
Orbital gap: 0.1653 Ha
HOMO level: -0.350 Ha

```
105
C34H54F5N2O3ReSbSe4Te (ωB97M-V/def2-TZVPD)
Re -0.185 0.442 1.333
C 1.543 2.475 3.086
N 1.386 1.009 2.899
C 1.086 0.394 4.216
C 2.705 0.499 2.430
C 2.782 0.515 0.921
N 1.647 -0.253 0.326
C 1.659 -0.007 -1.152
C 1.370 1.405 -1.595
C 1.769 1.756 -2.867
C 1.460 3.007 -3.405
C 0.796 3.909 -2.592
C 0.382 3.639 -1.282
C 0.676 2.355 -0.838
O 0.222 1.926 0.398
C -0.356 4.759 -0.538
C 0.566 5.989 -0.491
C -0.763 4.451 0.904
C -1.631 5.100 -1.324
C 1.837 3.318 -4.850
C 1.099 2.329 -5.766
C 1.448 4.739 -5.256
C 3.352 3.155 -5.032
C 1.973 -1.711 0.508
C 0.838 -2.684 0.447
C 0.928 -3.840 -0.311
C -0.022 -4.847 -0.165
C -1.004 -4.685 0.811
C -1.148 -3.547 1.604
C -0.223 -2.543 1.328
O -0.346 -1.281 1.902
C -2.218 -3.432 2.685
C -1.577 -3.018 4.020
C -3.262 -2.401 2.249
C -2.923 -4.772 2.904
C -0.021 -6.112 -1.020
C 0.060 -7.348 -0.114
C -1.327 -6.153 -1.829
C 1.156 -6.146 -1.993
H 2.300 2.654 3.854
H 1.878 2.919 2.150
H 0.604 2.929 3.384
H 1.899 0.618 4.913
H 0.163 0.798 4.610
H 0.989 -0.684 4.106
H 3.498 1.137 2.829
H 2.868 -0.492 2.849
H 2.739 1.534 0.537
H 3.725 0.082 0.575
H 2.659 -0.277 -1.504
H 0.951 -0.705 -1.594
H 2.300 1.024 -3.465
H 0.561 4.883 -2.992
H 1.493 5.765 0.043
H 0.829 6.350 -1.484
H 0.059 6.800 0.033
H 0.098 4.218 1.530
H -1.234 5.343 1.320
H -1.486 3.639 0.980
H -1.413 5.412 -2.346
H -2.307 4.245 -1.377
H -2.152 5.922 -0.830
H 0.018 2.407 -5.633
H 1.332 2.545 -6.810
H 1.391 1.297 -5.567
H 0.370 4.901 -5.191
H 1.950 5.490 -4.643
H 1.743 4.908 -6.291
H 3.683 2.137 -4.822
H 3.626 3.383 -6.063
H 3.902 3.834 -4.377
H 2.723 -1.970 -0.241
H 2.452 -1.810 1.479
H 1.756 -3.953 -0.998
H -1.706 -5.491 0.961
H -1.201 -1.996 3.996
H -2.326 -3.065 4.811
H -0.761 -3.693 4.291
H -2.843 -1.402 2.142
H -3.704 -2.668 1.288
H -4.066 -2.342 2.985
H -2.229 -5.563 3.194
H -3.650 -4.654 3.708
H -3.473 -5.097 2.020
H -0.805 -7.430 0.545
H 0.093 -8.252 -0.725
H 0.958 -7.325 0.506
H -2.202 -6.183 -1.179
H -1.417 -5.278 -2.474
H -1.345 -7.045 -2.457
H 2.117 -6.150 -1.474
H 1.103 -7.058 -2.589
H 1.137 -5.303 -2.687
F -1.291 2.827 4.020
Te -2.744 1.684 3.821
F -1.927 0.435 4.925
F -3.404 2.483 5.333
F -4.224 0.617 3.746
F -3.570 2.975 2.798
O -1.962 0.909 2.263
Se -1.969 1.022 -2.752
Sb -3.427 1.478 0.102
Se -1.570 -0.330 -0.723
Se -4.055 2.100 -2.454
Se -5.246 0.121 0.544
```


Number 1: electronic energy -52991.6104 eV. Number 2: electronic energy -94394.7063 eV. Number 3: electronic energy -9976.1650 eV. Number 4: electronic energy -9878.5762 eV. Number 5: electronic energy -20338.1781 eV. Number 6: electronic energy -119864.0240 eV. Number 7: electronic energy -26890.2593 eV. Number 8: electronic energy -25698.4635 eV. Number 9: electronic energy -18537.4660 eV. Number 10: electronic energy -43630.4631 eV. Number 11: electronic energy -336187.8115 eV.